DFT (ωB97M-V/def2-TZVPD) results for C41H36BN3O2P2Ru as an isolated structure in a non-equilibrium geometry.

```
86
Properties=species:S:1:pos:R:3:lowdin_charge:R:1
Ru 0.325 -0.156 0.071 1.0297
C 0.022 2.238 2.259 -0.1726
P -0.660 2.040 0.503 1.0485
C -2.173 3.046 0.635 -0.3725
C -2.031 4.395 0.964 -0.0949
C -3.158 5.172 1.145 -0.0463
C -4.422 4.618 0.992 -0.0454
C -4.560 3.278 0.666 -0.0586
C -3.436 2.489 0.490 -0.0931
C 0.421 3.028 -0.561 -0.3779
C 1.804 2.876 -0.448 -0.1083
C 2.647 3.523 -1.331 -0.0499
C 2.114 4.322 -2.332 -0.0474
C 0.740 4.470 -2.450 -0.0508
C -0.113 3.808 -1.585 -0.0853
C -0.006 0.890 2.861 -0.2733
C -0.267 0.442 4.166 0.0570
C -0.246 -0.952 4.131 0.0597
C 0.039 -1.320 2.805 -0.2835
C 0.135 -2.605 2.082 -0.1791
P -0.883 -2.305 0.514 1.0471
C -0.470 -3.663 -0.614 -0.3537
C 0.728 -3.506 -1.316 -0.1116
C 1.123 -4.465 -2.227 -0.0573
C 0.332 -5.586 -2.433 -0.0469
C -0.863 -5.736 -1.747 -0.0502
C -1.285 -4.767 -0.853 -0.0642
C -2.577 -2.614 1.094 -0.3668
C -2.885 -3.734 1.864 -0.0966
C -4.199 -3.976 2.217 -0.0463
C -5.206 -3.118 1.799 -0.0425
C -4.900 -1.992 1.051 -0.0557
C -3.586 -1.738 0.705 -0.0974
N 0.164 -0.192 2.053 -0.1520
H -0.575 2.941 2.847 0.1081
H 1.043 2.633 2.179 0.1124
H -1.043 4.826 1.066 0.1197
H -3.051 6.211 1.418 0.1187
H -5.298 5.230 1.135 0.1179
H -5.542 2.845 0.559 0.1129
H -3.531 1.442 0.242 0.0744
H 2.218 2.266 0.349 0.0846
H 3.716 3.411 -1.238 0.1177
H 2.776 4.840 -3.010 0.1169
H 0.337 5.111 -3.219 0.1161
H -1.185 3.911 -1.689 0.1119
H -0.449 1.067 5.019 0.1293
H -0.413 -1.613 4.960 0.1284
H -0.214 -3.455 2.667 0.0991
H 1.159 -2.798 1.733 0.1105
H 1.340 -2.623 -1.126 0.0716
H 2.045 -4.355 -2.775 0.1140
H 0.651 -6.341 -3.136 0.1177
H -1.467 -6.616 -1.907 0.1172
H -2.235 -4.875 -0.348 0.1007
H -2.109 -4.421 2.168 0.1101
H -4.437 -4.842 2.815 0.1196
H -6.232 -3.333 2.051 0.1185
H -5.681 -1.317 0.735 0.1141
H -3.335 -0.857 0.125 0.0623
O 3.381 -0.433 -0.529 0.1061
B 2.386 -0.354 0.427 -0.5992
O 2.954 -0.235 1.685 0.1354
C 4.308 -0.209 1.503 -0.1889
C 5.334 -0.067 2.419 0.0207
C 6.620 -0.029 1.902 -0.0587
C 6.873 -0.128 0.531 -0.0585
C 5.849 -0.282 -0.389 0.0201
C 4.570 -0.324 0.128 -0.1925
H 5.142 0.016 3.477 0.1243
H 7.454 0.084 2.578 0.1136
H 7.891 -0.081 0.178 0.1135
H 6.024 -0.361 -1.450 0.1255
N -1.778 0.434 -1.839 0.0927
C -0.671 0.406 -2.657 -0.3788
C -0.737 0.809 -3.996 0.0052
C 0.396 0.744 -4.776 -0.0221
C 1.577 0.291 -4.192 -0.0312
C 1.579 -0.047 -2.858 -0.0966
N 0.482 0.011 -2.079 -0.0162
H -2.660 0.614 -2.298 0.1184
H -1.807 -0.344 -1.175 0.0140
H -1.679 1.128 -4.413 0.1222
H 0.378 1.015 -5.821 0.1251
H 2.482 0.198 -4.769 0.1177
H 2.494 -0.362 -2.377 0.1017
```

## Properties
LUMO (alpha / beta) = -4.7 / -7.9 eV
HOMO energy (alpha / beta) = -0.47971 / -0.48394 Eh
2S+1 = 5
Charge = +2
Gap between HOMO and LUMO (alpha / beta) = 8.321 / 5.275 eV

***

DFT (ωB97M-V/def2-TZVPD) results for C41H36N2O4SbSe4Ti as an isolated structure.

```
89
Properties=species:S:1:pos:R:3:lowdin_charge:R:1
Ti -1.157 1.221 0.165 0.6455
C 2.010 -2.369 3.204 0.0324
C 2.381 -2.377 1.727 -0.5877
C 3.512 -3.328 1.416 0.0225
O 1.270 -2.713 0.920 -0.0051
C 0.481 -1.539 0.823 -0.1642
C 1.539 -0.380 0.998 -0.1490
O 2.745 -1.075 1.293 -0.0077
C 1.830 0.771 0.002 -0.3407
O 0.606 1.460 -0.196 -0.2729
C 2.406 0.433 -1.367 -0.1530
C 2.363 1.434 -2.336 -0.0273
C 2.939 1.247 -3.581 -0.0810
C 3.577 0.050 -3.878 -0.1012
C 3.617 -0.953 -2.924 -0.0783
C 3.038 -0.764 -1.675 -0.0148
C 2.792 1.725 0.733 -0.1216
C 2.291 2.529 1.755 -0.0326
C 3.127 3.392 2.448 -0.0739
C 4.478 3.460 2.135 -0.1011
C 4.984 2.653 1.128 -0.0824
C 4.147 1.791 0.431 -0.0111
C -0.545 -1.683 -0.323 -0.3342
O -1.284 -0.482 -0.350 -0.2626
C 0.062 -1.963 -1.695 -0.1468
C 0.639 -3.206 -1.951 -0.0242
C 1.111 -3.519 -3.215 -0.0785
C 1.005 -2.598 -4.250 -0.1042
C 0.432 -1.361 -4.003 -0.0817
C -0.036 -1.048 -2.733 -0.0251
C -1.560 -2.795 0.009 -0.1361
C -1.747 -3.306 1.287 -0.0269
C -2.752 -4.230 1.542 -0.0875
C -3.587 -4.657 0.525 -0.1080
C -3.417 -4.145 -0.754 -0.0905
C -2.412 -3.227 -1.006 -0.0406
H 1.690 -3.364 3.511 0.0972
H 1.201 -1.669 3.418 0.0934
H 2.877 -2.073 3.795 0.0946
H 3.242 -4.337 1.727 0.0930
H 4.411 -3.020 1.950 0.0929
H 3.713 -3.328 0.346 0.0828
H -0.146 -1.433 1.712 0.1100
H 1.208 0.157 1.892 0.1046
H 1.866 2.367 -2.102 0.1200
H 2.893 2.038 -4.320 0.0982
H 4.027 -0.103 -4.851 0.0974
H 4.093 -1.899 -3.150 0.1053
H 3.081 -1.552 -0.940 0.1043
H 1.240 2.476 2.014 0.0635
H 2.719 4.006 3.241 0.1024
H 5.132 4.133 2.675 0.0947
H 6.038 2.691 0.879 0.0976
H 4.556 1.167 -0.352 0.1172
H 0.690 -3.938 -1.157 0.1234
H 1.550 -4.492 -3.398 0.0992
H 1.367 -2.844 -5.241 0.0977
H 0.352 -0.630 -4.799 0.1041
H -0.482 -0.080 -2.549 0.1124
H -1.146 -2.988 2.126 0.1074
H -2.897 -4.577 2.556 0.1071
H -4.382 -5.362 0.732 0.0983
H -4.072 -4.456 -1.559 0.0968
H -2.290 -2.837 -2.010 0.1194
C -0.768 5.406 1.248 -0.0366
C -2.078 5.648 1.625 -0.0320
C -3.091 4.833 1.144 0.0024
C -2.748 3.788 0.306 -0.2385
N -1.475 3.517 -0.008 0.0118
C -0.506 4.311 0.443 -0.1226
C -3.725 2.813 -0.237 -0.2120
C -5.073 3.051 -0.349 0.0050
C -5.875 2.075 -0.939 -0.0391
C -5.306 0.893 -1.349 -0.0857
C -3.944 0.694 -1.135 -0.1659
N -3.172 1.646 -0.625 0.0216
H 0.048 6.016 1.608 0.1081
H -2.314 6.452 2.310 0.1137
H -4.114 4.961 1.466 0.1093
H 0.504 4.020 0.182 0.1089
H -5.494 3.980 0.004 0.1143
H -6.939 2.236 -1.041 0.1140
H -5.900 0.093 -1.764 0.1105
H -3.457 -0.244 -1.364 0.0981
Se -4.814 -1.092 1.430 -0.0427
Sb -3.917 0.092 3.322 -0.2678
Se -2.912 -1.256 5.033 -0.2453
Se -4.915 2.228 3.815 -0.2568
Se -1.429 1.337 2.425 0.2441
```

## Properties
LUMO = 1.5 eV
HOMO energy = -0.15149 Eh
2S+1 = 1
Charge = -1
Gap between HOMO and LUMO = 5.619 eV

***

DFT (ωB97M-V/def2-TZVPD) results for C41H36N3O2PtSSb as an isolated structure in a non-equilibrium geometry.

```
85
Properties=species:S:1:pos:R:3:lowdin_charge:R:1
Pt 0.504 0.536 0.145 0.9785
C 0.555 -4.529 -1.199 -0.0173
C 1.371 -3.501 -1.929 -0.1439
C 2.129 -3.892 -3.009 -0.0105
C 2.690 -2.959 -3.875 0.0114
C 2.396 -1.593 -3.732 -0.0159
C 1.684 -1.133 -2.662 -0.1701
C 1.296 0.318 -2.616 -0.0650
C 1.334 -2.078 -1.616 -0.1407
N 0.996 -1.603 -0.409 0.0672
C 1.115 -2.384 0.759 -0.4163
O 1.831 -3.338 0.890 0.1365
C 0.278 -1.890 1.907 -0.1728
C 0.009 -2.627 3.044 0.0549
C -0.789 -2.049 4.025 0.0191
C -1.309 -0.771 3.846 0.0583
C -0.998 -0.104 2.675 -0.1672
N -0.223 -0.672 1.765 0.0149
C -1.553 1.242 2.303 -0.4297
O -2.281 1.847 3.048 0.1468
N -1.137 1.711 1.055 0.0194
C -1.844 2.692 0.448 -0.1523
C -1.170 3.869 -0.070 -0.1634
C 0.316 4.033 0.023 -0.0470
C -1.939 4.888 -0.562 -0.0079
C -3.337 4.781 -0.615 0.0209
C -3.988 3.630 -0.174 -0.0054
C -3.285 2.578 0.353 -0.1534
C -4.007 1.331 0.771 -0.0126
H 0.200 -5.273 -1.911 0.1007
H -0.308 -4.087 -0.699 0.0920
H 1.147 -5.050 -0.448 0.0947
H 2.240 -4.951 -3.214 0.1351
H 3.280 -3.293 -4.720 0.1273
H 2.709 -0.894 -4.499 0.1259
H 1.227 0.709 -3.628 0.1005
H 2.033 0.932 -2.097 0.0522
H 0.301 0.454 -2.182 0.0505
H 0.422 -3.622 3.146 0.1394
H -1.015 -2.599 4.929 0.1310
H -1.946 -0.293 4.578 0.1393
H 0.666 3.924 1.052 0.0829
H 0.610 5.018 -0.339 0.0922
H 0.827 3.288 -0.587 0.0386
H -1.460 5.800 -0.895 0.1273
H -3.918 5.601 -1.017 0.1288
H -5.067 3.561 -0.251 0.1331
H -4.925 1.215 0.199 0.0980
H -4.280 1.399 1.826 0.0998
H -3.396 0.440 0.638 0.0861
S 2.586 1.446 1.146 0.5494
Sb 4.771 2.472 0.242 1.4615
C 4.227 2.765 -1.811 -0.4481
C 4.899 1.992 -2.759 -0.1507
C 4.618 2.149 -4.110 -0.0762
C 3.658 3.067 -4.516 -0.0650
C 2.989 3.841 -3.574 -0.0645
C 3.281 3.703 -2.222 -0.1477
C 3.347 0.063 1.974 -0.6585
C 4.264 -0.764 1.326 -0.1569
C 4.906 -1.765 2.035 -0.0547
C 4.638 -1.944 3.387 -0.0494
C 3.733 -1.116 4.034 -0.0584
C 3.083 -0.109 3.331 -0.1147
C 4.168 4.388 0.984 -0.4544
C 4.431 5.542 0.245 -0.1405
C 4.088 6.787 0.759 -0.0650
C 3.489 6.883 2.006 -0.0629
C 3.251 5.738 2.756 -0.0703
C 3.601 4.491 2.254 -0.1663
H 5.660 1.282 -2.450 0.0936
H 5.162 1.570 -4.848 0.1137
H 3.443 3.196 -5.570 0.1150
H 2.252 4.569 -3.897 0.1135
H 2.791 4.335 -1.493 0.0755
H 4.470 -0.628 0.271 0.0889
H 5.614 -2.414 1.536 0.1195
H 5.141 -2.731 3.936 0.1182
H 3.545 -1.239 5.094 0.1165
H 2.398 0.566 3.833 0.1081
H 4.903 5.477 -0.729 0.1010
H 4.299 7.681 0.183 0.1149
H 3.215 7.854 2.401 0.1145
H 2.804 5.814 3.741 0.1127
H 3.436 3.609 2.862 0.0757
```

## Properties
LUMO (alpha / beta) = -5.6 / -8.1 eV
HOMO energy (alpha / beta) = -0.49175 / -0.50018 Eh
2S+1 = 5
Charge = +2
Gap between HOMO and LUMO (alpha / beta) = 7.759 / 5.521 eV

***

The records above yield energy relative to the best compared isomer or geometry (same formula, charge and spin) values of 9.7, 21.1, 4.6 kcal per mole, respectively.
The records above yield molecular weight values of 776.6, 1106.2, 951.7 g/mol, respectively.
The records above yield electronic energy values of -73490.839, -345317.297, -72270.022 eV, respectively.